(1)
114
Properties=species:S:1:pos:R:3:mulliken_charge:R:1 method="wB97M-V/def2-TZVPD" homo_lumo_gap_ev=7.073 total_energy_ev=-79463.4508 total_charge=+3 spin_multiplicity=1 de_lowest_kcal_mol=0.0 homo_energy_ev=-14.861
Y -0.0671 0.3391 0.1540 0.782
C 1.4191 -0.8228 3.2589 0.708
C 1.4039 0.7105 3.2079 -1.537
N 0.3164 1.2945 2.3508 0.172
C -0.9615 1.5021 3.1120 -0.215
C -2.1258 1.6028 2.1485 -0.684
N -2.1967 0.3799 1.3161 0.925
C -2.9659 -0.7192 1.9792 -1.154
C -2.6739 -2.1100 1.4215 -0.115
C -2.3443 -2.2044 -0.0610 -1.216
N -0.9104 -1.8844 -0.3828 -0.055
C 0.0308 -2.9440 0.0804 -0.692
C 1.4584 -2.4523 -0.0519 -1.009
N 1.6912 -1.2210 0.7605 0.584
C 2.2126 -1.4852 2.1383 -2.404
H -0.3731 -1.3322 2.3468 -1.515
H 1.9059 -1.1072 4.1865 0.767
H 2.3603 1.0630 2.8154 0.440
H 1.2915 1.1053 4.2190 0.547
H 0.6443 2.2346 2.1239 0.262
H -0.8862 2.4000 3.7274 0.595
H -1.0971 0.6542 3.7789 -0.335
H -1.9966 2.4640 1.4794 -0.035
H -3.0594 1.7661 2.6919 0.650
H -2.7340 0.6401 0.4886 -0.244
H -4.0279 -0.4793 1.8905 0.372
H -2.7181 -0.7254 3.0415 0.400
H -3.5557 -2.7230 1.6127 0.632
H -1.9040 -2.5831 2.0392 0.154
H -2.9619 -1.5263 -0.6568 0.300
H -2.5554 -3.2135 -0.4200 0.592
H -0.8679 -1.9050 -1.4042 0.226
H -0.1150 -3.8609 -0.4948 0.623
H -0.1861 -3.1810 1.1222 0.266
H 1.6818 -2.2054 -1.0967 0.372
H 2.1594 -3.2381 0.2349 0.615
H 2.4803 -0.7496 0.2866 0.148
H 3.2474 -1.1405 2.1785 0.512
H 2.2133 -2.5610 2.3197 0.630
C -0.6521 4.4294 -0.9802 -1.054
N -0.4576 3.2442 -1.8475 0.259
P 1.0690 2.4491 -1.6520 1.197
C 2.2429 3.7024 -1.1047 0.160
C 2.4910 3.8809 0.2552 0.488
C 3.3452 4.8816 0.6918 -0.938
C 3.9755 5.6996 -0.2388 -0.541
C 3.7588 5.5109 -1.5983 -0.738
C 2.8944 4.5175 -2.0331 -0.737
C 1.5749 1.9762 -3.3113 0.114
C 1.0478 2.5822 -4.4472 -0.149
C 1.4611 2.1601 -5.7030 -0.769
C 2.3967 1.1409 -5.8227 -0.765
C 2.9304 0.5412 -4.6879 -0.677
C 2.5173 0.9545 -3.4312 -0.470
P -1.6971 2.0264 -1.7379 1.647
C -3.2578 2.9221 -1.7806 0.952
C -4.3341 2.4746 -1.0177 -0.804
C -5.5652 3.1084 -1.1025 -0.800
C -5.7256 4.1964 -1.9475 -0.771
C -4.6593 4.6465 -2.7181 -0.774
C -3.4320 4.0105 -2.6415 -0.472
C -1.6538 1.0767 -3.2813 0.859
C -2.4727 1.3510 -4.3754 -0.906
C -2.4004 0.5625 -5.5154 -0.907
C -1.5147 -0.5048 -5.5765 -0.900
C -0.6961 -0.7944 -4.4921 -1.331
C -0.7834 -0.0123 -3.3538 0.043
H 0.1041 5.1753 -1.2099 0.396
H -0.5764 4.1961 0.0921 0.280
H -1.6290 4.8635 -1.1573 0.398
H 2.0323 3.2229 0.9841 -0.335
H 3.5181 5.0285 1.7503 0.470
H 4.6377 6.4870 0.0973 0.461
H 4.2571 6.1439 -2.3199 0.497
H 2.7262 4.3774 -3.0934 0.468
H 0.3138 3.3718 -4.3492 0.468
H 1.0573 2.6307 -6.5895 0.502
H 2.7164 0.8163 -6.8040 0.455
H 3.6694 -0.2428 -4.7888 0.500
H 2.9362 0.4945 -2.5422 0.236
H -4.2417 1.6131 -0.3636 0.524
H -6.3987 2.7533 -0.5120 0.479
H -6.6839 4.6939 -2.0105 0.437
H -4.7888 5.4904 -3.3820 0.481
H -2.6058 4.3584 -3.2511 0.470
H -3.1777 2.1703 -4.3369 0.512
H -3.0426 0.7800 -6.3581 0.523
H -1.4636 -1.1145 -6.4687 0.471
H 0.0068 -1.6159 -4.5439 0.544
H -0.0926 -0.2207 -2.5341 0.283
N 5.9769 2.4903 1.2780 -0.627
N 5.4927 1.4514 0.5043 0.880
N 6.2571 0.6839 -0.2298 -0.977
C 5.3854 -0.1992 -0.6949 -0.309
N 4.1446 0.0587 -0.2551 -0.632
N 4.2370 1.1117 0.5341 0.409
H 6.9870 2.5054 1.1607 0.364
H 5.5930 3.3659 0.9296 0.210
H 5.6566 -1.0097 -1.3489 0.478
C -1.3777 -2.6970 6.3926 -1.739
C -0.1965 -2.1741 5.5644 1.910
C 0.8937 -3.2599 5.5586 -1.449
C 0.2927 -0.8632 6.2067 -1.455
C -0.6994 -1.9755 4.1568 -0.566
N 0.0602 -1.3854 3.2682 1.375
H -1.0604 -2.9325 7.4091 0.473
H -1.7961 -3.5950 5.9398 0.376
H -2.1711 -1.9495 6.4469 0.377
H 1.1787 -3.4858 6.5862 0.431
H 1.8023 -2.9737 5.0245 0.253
H 0.5145 -4.1818 5.1150 0.400
H 0.3317 -0.9916 7.2886 0.572
H -0.4045 -0.0415 6.0176 0.212
H 1.2917 -0.5520 5.8963 0.231

(2)
113
Properties=species:S:1:pos:R:3:mulliken_charge:R:1 method="wB97M-V/def2-TZVPD" homo_lumo_gap_ev="6.259 / 6.338" total_energy_ev=-102352.6932 total_charge=+1 spin_multiplicity=1 homo_energy_ev="-9.951 / -9.966"
W 0.4452 0.0342 -0.2039 0.775
C -1.4168 2.5705 2.2854 -0.909
C -0.4191 1.7296 3.0689 0.662
C -0.9704 1.5808 4.4918 -1.760
P 0.1275 0.1132 2.2940 1.126
C 1.4922 -0.2740 3.5233 0.725
C 1.4727 -1.7000 4.0772 -1.283
C 2.8753 0.1113 2.9990 -1.343
C -1.2177 -1.0891 2.4688 -0.385
C -1.7679 -1.4856 3.6923 -0.299
C -2.7465 -2.4573 3.7903 0.366
C -3.3363 -2.8556 5.1191 -1.740
C -3.1592 -3.0573 2.6009 -1.535
C -2.6379 -2.6868 1.3751 -0.302
C -1.6677 -1.6811 1.2821 -0.152
N -1.1205 -1.2719 0.0387 0.405
C -1.4154 -2.0904 -1.1067 -1.150
C -2.6488 -2.1671 -1.7290 -0.232
C -2.8201 -3.0416 -2.7998 -1.205
C -1.7805 -3.8410 -3.2628 0.563
C -1.9695 -4.7757 -4.4307 -1.611
C -0.5319 -3.7208 -2.6466 -0.865
C -0.3444 -2.8389 -1.5946 0.959
P 1.1541 -2.3738 -0.6635 2.240
C 2.6503 -2.8358 -1.6458 0.726
C 2.6977 -2.1113 -2.9884 -1.253
C 2.8957 -4.3337 -1.8672 -1.405
C 1.1703 -3.4805 0.8153 2.694
C 0.5179 -4.8473 0.6037 -1.731
C 2.5885 -3.5890 1.3916 -1.506
H -1.5899 3.5039 2.8278 0.606
H -2.3734 2.0525 2.2127 0.178
H -1.0742 2.8209 1.2885 -0.467
H 0.5293 2.2758 3.1128 0.497
H -1.9903 1.1956 4.4656 0.407
H -1.0077 2.5707 4.9509 0.493
H -0.3804 0.9448 5.1502 0.401
H 1.2837 0.4126 4.3382 0.604
H 1.3005 -2.4416 3.3014 0.093
H 0.7039 -1.8407 4.8356 0.303
H 2.4383 -1.9182 4.5398 0.469
H 3.2182 -0.5738 2.2290 0.011
H 3.5889 0.0768 3.8257 0.546
H 2.8975 1.1169 2.5746 0.247
H -1.4061 -1.0342 4.6057 0.455
H -2.7651 -2.4375 5.9481 0.424
H -3.3526 -3.9399 5.2338 0.383
H -4.3655 -2.5029 5.2142 0.313
H -3.9072 -3.8435 2.6343 0.434
H -2.9891 -3.1861 0.4830 0.605
H -3.4749 -1.5638 -1.3725 0.244
H -3.7911 -3.1037 -3.2793 0.432
H -3.0253 -4.9765 -4.6118 0.416
H -1.4659 -5.7278 -4.2589 0.371
H -1.5525 -4.3458 -5.3456 0.275
H 0.2886 -4.3182 -3.0216 0.164
H 3.4670 -2.4523 -1.0327 0.549
H 1.9770 -2.5466 -3.6810 0.209
H 3.6914 -2.2277 -3.4272 0.621
H 2.4945 -1.0474 -2.8919 -0.096
H 2.1145 -4.8062 -2.4598 0.069
H 3.0051 -4.9001 -0.9482 0.303
H 3.8287 -4.4394 -2.4257 0.519
H 0.5535 -2.9362 1.5314 -2.086
H 1.0088 -5.4318 -0.1747 0.243
H -0.5366 -4.7541 0.3429 0.273
H 0.5815 -5.4163 1.5352 0.534
H 3.2247 -4.2417 0.7952 0.320
H 2.5479 -4.0118 2.3968 0.565
H 3.0836 -2.6189 1.4636 0.089
S 2.8655 0.1095 -0.4122 -0.030
C 3.3694 1.7047 -0.8855 -0.053
C 4.6726 1.9363 -1.3343 -1.027
C 5.0754 3.2138 -1.6773 0.406
C 6.4148 3.4257 -2.1734 -0.295
N 7.4804 3.5694 -2.5788 -0.477
C 4.1762 4.2886 -1.5434 0.433
C 2.8935 4.0606 -1.0862 -0.838
C 2.4728 2.7651 -0.7765 -0.057
S 0.8506 2.4727 -0.2521 0.156
C 4.5712 5.6342 -1.8918 -0.295
N 4.8584 6.7107 -2.1731 -0.478
H 5.3698 1.1127 -1.4248 0.604
H 2.2096 4.8943 -0.9841 0.605
C -1.9318 4.0550 -1.4017 -0.905
N -2.9762 3.4987 -0.5605 0.486
C -3.7191 4.4823 0.2173 -1.237
C -3.0311 2.1565 -0.3196 -0.842
O -2.0376 1.4278 -0.4658 0.793
N -4.2460 1.6692 0.0856 0.358
C -4.3377 0.3714 0.7193 -0.508
C -5.5104 2.1919 -0.4135 -1.216
H -2.3674 4.8253 -2.0408 0.494
H -1.5086 3.2760 -2.0275 -0.059
H -1.1320 4.5017 -0.8079 0.356
H -3.0136 5.2080 0.6269 0.376
H -4.2329 4.0050 1.0461 0.390
H -4.4463 5.0245 -0.3910 0.318
H -3.3537 0.0323 1.0054 -0.334
H -4.7836 -0.3663 0.0462 0.409
H -4.9694 0.4362 1.6081 0.425
H -5.3411 2.9786 -1.1406 0.405
H -6.1369 2.5803 0.3928 0.331
H -6.0559 1.3850 -0.9085 0.369
C 0.9585 1.9459 -3.7504 -1.173
Te -0.3353 0.5273 -2.8492 0.358
C -0.0091 -0.7645 -4.5063 -0.715
H 0.5784 2.0763 -4.7603 0.590
H 1.9788 1.5700 -3.7684 0.347
H 0.9080 2.8813 -3.2016 0.226
H 1.0482 -0.8332 -4.7368 0.322
H -0.5479 -0.2975 -5.3290 0.490
H -0.4293 -1.7437 -4.2970 -0.102